[1]
Entry from the Open Molecules 2025 dataset: C5H9N3 as an isolated structure at a distorted geometry (ωB97M-V/def2-TZVPD).

Values from the calculation:
E = -359.74949 hartree
E_LUMO = -0.0090 hartree
Energy relative to the best compared isomer or geometry (same formula, charge and spin) = 281.0 kcal/mol
Gap between HOMO and LUMO = 8.08 eV

Positions of all 17 atoms, in Å:
1 C -2.111 0.984 0.289
2 C -1.277 -0.101 -0.202
3 C 1.192 -1.010 -0.525
4 C 1.419 -1.830 0.807
5 C 1.792 1.780 -0.158
6 H -2.037 2.226 -0.061
7 H -1.934 0.786 1.705
8 H -3.039 0.539 0.223
9 H -1.212 -2.227 -0.213
10 H 1.595 -1.311 -1.752
11 H 1.747 -2.831 0.243
12 H 1.428 -1.478 2.118
13 H 2.220 2.842 0.586
14 H 2.662 0.935 -0.721
15 N -1.823 -1.244 -0.342
16 N 0.278 0.015 -0.273
17 N 0.470 1.456 0.130

Forces on atoms 1 to 2 (eV/Å):
C 1.738 3.904 3.734
C 4.283 -3.889 -0.584

---

[2]
Entry from the Open Molecules 2025 dataset: a 9-piece molecular cluster, C36H45N9 overall at a distorted geometry (ωB97M-V/def2-TZVPD).

Values from the calculation:
E = -1890.72530 hartree
E_LUMO = 0.0131 hartree
Structure (SMILES) = c1cc[nH]c1.c1cc[nH]c1.c1cc[nH]c1.c1cc[nH]c1.c1cc[nH]c1.c1cc[nH]c1.c1cc[nH]c1.c1cc[nH]c1.c1cc[nH]c1
Energy relative to the best compared isomer or geometry (same formula, charge and spin) = 509.1 kcal/mol
Gap between HOMO and LUMO = 7.75 eV

Positions of all 90 atoms, in Å:
1 C 3.723 -3.710 3.296
2 C 4.490 -4.955 3.303
3 C 3.623 -6.102 2.955
4 N 2.463 -5.449 2.747
5 C 2.366 -4.101 3.002
6 H 4.055 -2.683 3.540
7 H 5.645 -5.184 3.655
8 H 3.862 -7.133 2.747
9 H 1.663 -6.029 2.237
10 H 1.576 -3.490 2.915
11 C -0.131 -0.750 1.097
12 C -1.670 -0.588 0.728
13 C -1.607 0.604 -0.284
14 N -0.274 0.974 -0.554
15 C 0.690 0.168 0.188
16 H 0.164 -1.443 1.801
17 H -2.338 -1.194 1.153
18 H -2.375 1.122 -0.509
19 H 0.040 1.631 -1.160
20 H 1.763 0.503 0.214
21 C 3.769 4.864 -0.786
22 C 4.150 3.471 -0.509
23 C 3.395 3.197 0.758
24 N 2.459 4.269 0.947
25 C 2.735 5.340 0.164
26 H 4.356 5.246 -1.595
27 H 4.868 2.989 -0.931
28 H 2.978 2.393 1.467
29 H 1.812 4.311 1.806
30 H 2.142 6.336 0.108
31 C -4.555 1.845 -0.436
32 C -4.427 2.212 1.082
33 C -4.615 3.764 1.222
34 N -4.917 4.252 -0.081
35 C -4.808 3.280 -1.119
36 H -4.561 0.919 -0.777
37 H -4.253 1.437 1.936
38 H -4.669 4.518 2.276
39 H -5.230 5.378 -0.165
40 H -4.770 3.457 -2.176
41 C -5.530 -0.146 -2.765
42 C -4.365 -0.559 -2.070
43 C -3.393 -1.072 -3.163
44 N -3.995 -0.641 -4.341
45 C -5.218 -0.401 -4.209
46 H -6.573 0.116 -2.502
47 H -4.334 -0.441 -1.032
48 H -2.303 -1.420 -3.093
49 H -3.458 -0.856 -5.155
50 H -5.852 -0.110 -4.998
51 C 4.441 -0.103 -0.514
52 C 5.332 -0.403 -1.649
53 C 5.242 -1.843 -1.973
54 N 4.379 -2.416 -0.931
55 C 3.831 -1.450 -0.155
56 H 4.026 0.698 -0.191
57 H 5.832 0.337 -2.361
58 H 5.419 -2.615 -2.860
59 H 4.049 -3.242 -1.190
60 H 3.250 -1.710 0.679
61 C -0.878 -4.847 -2.202
62 C 0.509 -4.419 -2.542
63 C 0.867 -3.185 -1.837
64 N -0.276 -2.749 -1.207
65 C -1.505 -3.604 -1.287
66 H -1.417 -5.737 -2.431
67 H 1.253 -4.918 -3.183
68 H 1.706 -2.602 -1.924
69 H -0.475 -1.828 -0.776
70 H -2.385 -3.381 -0.919
71 C 0.461 2.029 -3.266
72 C -0.772 2.828 -2.951
73 C -0.512 3.798 -1.883
74 N 0.858 3.696 -1.566
75 C 1.568 2.629 -2.387
76 H 0.539 1.092 -4.027
77 H -2.035 2.634 -3.207
78 H -1.079 4.504 -1.249
79 H 1.390 4.331 -0.875
80 H 2.562 2.351 -2.100
81 C -1.699 0.716 3.930
82 C -1.459 1.226 5.275
83 C -1.269 0.150 6.260
84 N -1.346 -1.053 5.500
85 C -1.557 -0.836 4.138
86 H -1.939 1.172 3.092
87 H -1.384 2.241 5.354
88 H -1.085 0.097 7.353
89 H -1.246 -2.033 5.781
90 H -1.753 -1.655 3.330

Forces on atoms 1 to 2 (eV/Å):
C -0.959 -2.105 0.204
C 1.708 -2.049 0.692

---

[3]
Entry from the Open Molecules 2025 dataset: a 8-piece molecular cluster, C29H53N9O overall at a distorted geometry (ωB97M-V/def2-TZVPD).

Values from the calculation:
E = -1704.78063 hartree
E_LUMO = 0.0142 hartree
Structure (SMILES) = NC(N)=O.CCCC#N.CCCC#N.CCCC#N.CCCC#N.CCCC#N.CCCC#N.CCCC#N
Energy relative to the best compared isomer or geometry (same formula, charge and spin) = 14.8 kcal/mol
Gap between HOMO and LUMO = 9.96 eV

Positions of all 92 atoms, in Å:
1 N 4.984 1.937 1.665
2 C 5.043 1.048 0.710
3 N 3.976 1.193 -0.049
4 O 5.859 0.123 0.582
5 H 4.219 2.593 1.739
6 H 5.791 1.983 2.271
7 H 3.238 1.842 0.184
8 H 3.785 0.503 -0.761
9 C -2.193 -0.744 4.262
10 C -0.992 -1.078 5.192
11 C -0.568 0.224 5.944
12 C 0.034 1.201 5.092
13 N 0.540 1.966 4.389
14 H -2.025 0.079 3.568
15 H -3.065 -0.446 4.844
16 H -2.415 -1.577 3.595
17 H -0.181 -1.587 4.671
18 H -1.399 -1.693 5.995
19 H 0.177 -0.012 6.704
20 H -1.386 0.660 6.517
21 C 1.045 -0.706 -5.437
22 C 0.915 -2.043 -4.675
23 C -0.426 -2.344 -4.034
24 C -0.409 -3.445 -3.000
25 N -0.380 -4.245 -2.175
26 H 0.243 -0.859 -6.159
27 H 1.988 -0.604 -5.974
28 H 0.846 0.138 -4.776
29 H 1.759 -2.139 -3.992
30 H 1.054 -2.866 -5.376
31 H -1.057 -2.496 -4.909
32 H -0.639 -1.492 -3.388
33 C 2.201 -2.370 1.004
34 C 2.397 -3.472 -0.089
35 C 3.562 -3.286 -0.993
36 C 3.451 -2.037 -1.717
37 N 3.384 -1.075 -2.362
38 H 1.263 -2.652 1.483
39 H 2.168 -1.350 0.621
40 H 3.036 -2.351 1.704
41 H 1.442 -3.595 -0.601
42 H 2.534 -4.379 0.500
43 H 3.574 -4.112 -1.704
44 H 4.533 -3.393 -0.511
45 C -0.341 3.254 -4.636
46 C 0.019 4.363 -3.712
47 C -1.264 4.941 -3.103
48 C -2.175 5.484 -4.093
49 N -2.844 5.985 -4.860
50 H -0.622 3.670 -5.604
51 H -1.154 2.707 -4.160
52 H 0.478 2.570 -4.859
53 H 0.644 5.128 -4.173
54 H 0.611 4.144 -2.824
55 H -1.060 5.716 -2.365
56 H -1.739 4.148 -2.525
57 C -1.676 5.421 2.809
58 C -2.064 3.966 3.241
59 C -1.685 2.996 2.197
60 C -2.292 3.071 0.915
61 N -2.739 3.157 -0.149
62 H -2.308 5.819 2.014
63 H -0.670 5.523 2.402
64 H -1.671 6.126 3.640
65 H -3.124 3.960 3.496
66 H -1.407 3.733 4.080
67 H -1.937 1.982 2.508
68 H -0.611 2.970 2.011
69 C -1.473 -3.923 2.602
70 C -1.014 -4.398 1.243
71 C -1.891 -5.449 0.600
72 C -3.228 -4.958 0.273
73 N -4.299 -4.540 -0.004
74 H -1.372 -4.691 3.369
75 H -2.537 -3.694 2.666
76 H -1.067 -2.955 2.896
77 H 0.024 -4.702 1.378
78 H -0.914 -3.619 0.487
79 H -1.931 -6.398 1.134
80 H -1.379 -5.739 -0.318
81 C -1.205 -0.382 0.402
82 C -1.479 -0.053 -1.074
83 C -0.274 0.523 -1.755
84 C 0.313 1.732 -1.167
85 N 0.806 2.646 -0.694
86 H -0.325 -1.015 0.521
87 H -1.979 -0.998 0.859
88 H -0.871 0.476 0.986
89 H -2.334 0.623 -1.059
90 H -1.828 -0.996 -1.495
91 H -0.562 0.832 -2.759
92 H 0.537 -0.193 -1.890

Forces on atoms 1 to 2 (eV/Å):
N 1.703 2.025 3.238
C 0.383 -2.796 -0.713

---

Number 1: HOMO -0.3060 hartree. Number 2: HOMO -0.2717 hartree. Number 3: HOMO -0.3517 hartree.